Density functional theory data (the ωB97M-V functional and the def2-TZVPD basis) for a single C5H11NO molecule.

## Properties
* LUMO energy: 1.157 eV
* charge: 0
* highest occupied orbital energy: -0.321 Eh
* relative energy (zero: lowest compared OMol25 entry of this formula, charge and spin): 29.78 kcal/mol
* orbital gap: 9.9 eV

XYZ file:
```
18
Properties=species:S:1:pos:R:3:forces:R:3:mulliken_charge:R:1
C 1.566164 0.725764 -1.477885 0.019 0.018 -0.004 -1.518
C 0.541707 -0.168537 -0.805032 0.206 -0.062 -0.029 0.456
C 0.898166 -0.478607 0.679999 0.102 -0.115 0.014 -0.720
N 0.005893 0.193125 1.612913 -0.014 0.132 -0.113 -0.422
C -1.374407 -0.200584 1.352870 -0.139 -0.033 0.090 -0.641
C -1.702983 -0.187042 -0.163361 -0.149 -0.102 0.053 -0.291
O -0.701204 0.515320 -0.868353 -0.022 0.036 -0.039 -0.460
H 1.239181 0.990996 -2.487286 0.047 -0.051 0.121 0.366
H 2.536616 0.221483 -1.541850 -0.150 0.064 0.024 0.389
H 1.692329 1.651660 -0.904743 -0.012 -0.123 -0.061 0.332
H 0.447889 -1.115202 -1.366492 -0.003 0.133 0.068 0.314
H 1.929305 -0.175544 0.896699 -0.148 -0.043 -0.084 0.375
H 0.833150 -1.555924 0.878336 0.005 0.123 -0.057 0.294
H -1.533456 -1.205514 1.765793 0.019 0.137 -0.067 0.293
H -2.030065 0.481898 1.902257 0.069 -0.087 -0.096 0.333
H -1.783630 -1.213056 -0.559575 0.031 0.124 0.050 0.282
H -2.646938 0.326156 -0.369206 0.136 -0.081 0.052 0.313
H 0.082289 1.193606 1.454909 0.004 -0.069 0.079 0.304
```
Positions in Å, forces in eV/Å.